Molecular formula: C7H28CaN11O10
Method: DFT, wB97M-V/def2-TZVPD

Structure (XYZ):
```
57
Properties=species:S:1:pos:R:3:nbo_charge:R:1
Ca 1.361 -6.872 -4.415 1.472
N 0.707 -1.624 -0.882 0.725
O 1.131 -2.611 -1.362 -0.424
O 0.442 -1.607 0.270 -0.378
O 0.758 -0.601 -1.515 -0.395
C 4.946 -3.006 3.144 -0.250
O 3.818 -3.768 3.614 -0.726
H 5.887 -3.332 3.585 0.189
H 5.020 -3.187 2.072 0.153
H 4.856 -1.919 3.141 0.169
H 3.135 -3.787 2.940 0.466
C -3.349 -5.951 4.107 -0.258
O -4.403 -6.757 3.595 -0.712
H -3.846 -5.437 4.929 0.190
H -2.526 -6.560 4.484 0.164
H -2.981 -5.151 3.465 0.162
H -4.172 -7.005 2.696 0.455
C -0.862 -0.074 7.697 0.743
O -1.071 -0.133 8.892 -0.653
N -1.092 1.040 7.043 -0.840
N -0.116 -0.885 6.988 -0.825
H -1.760 1.724 7.368 0.408
H -0.485 1.288 6.275 0.375
H 0.296 -1.675 7.464 0.408
H 0.243 -0.553 6.104 0.383
C 1.356 5.099 3.214 0.749
O 1.930 5.607 4.171 -0.659
N 1.837 4.202 2.398 -0.832
N 0.116 5.251 2.833 -0.831
H 2.832 4.039 2.454 0.403
H 1.255 3.715 1.731 0.382
H -0.253 4.799 2.009 0.384
H -0.410 5.929 3.366 0.405
C -0.796 4.051 -6.927 0.760
O 0.074 4.665 -6.462 -0.627
N -0.939 2.741 -6.771 -0.854
N -1.690 4.432 -7.828 -0.850
H -1.614 2.313 -7.389 0.381
H -0.433 2.348 -5.990 0.407
H -2.377 3.860 -8.296 0.382
H -1.760 5.398 -8.115 0.400
C -6.157 2.294 0.000 0.743
O -6.746 2.305 -1.089 -0.649
N -6.630 2.826 1.107 -0.857
N -5.054 1.766 0.315 -0.808
H -6.490 2.317 1.968 0.377
H -7.290 3.590 1.072 0.409
H -4.274 1.668 -0.318 0.405
H -4.825 1.667 1.294 0.380
C 5.143 -2.739 -7.385 0.751
O 4.581 -3.703 -6.933 -0.735
N 5.101 -1.563 -6.782 -0.835
N 5.748 -2.773 -8.488 -0.795
H 5.728 -0.811 -7.032 0.391
H 4.529 -1.411 -5.963 0.412
H 5.761 -3.618 -9.040 0.420
H 5.809 -1.822 -8.822 0.392
```

For the relative energy (zero: lowest compared OMol25 entry of this formula, charge and spin), the calculation gives 13.158 eV. The HOMO energy comes out at -0.3808 Ha. The charge is +1. For the gap between HOMO and LUMO, the calculation gives 2.045 eV. For the total energy, the calculation gives -63001.50672 eV.

***

Molecular formula: C7H28FeN14O7
Method: DFT, wB97M-V/def2-TZVPD

Structure (XYZ):
```
57
Properties=species:S:1:pos:R:3:nbo_charge:R:1
Fe 0.082 -0.048 0.023 1.976
C -0.407 3.388 -0.405 0.286
O -0.469 2.090 -0.504 -0.796
N -0.216 4.290 -1.488 -0.418
N -0.823 4.066 0.768 -0.783
H -0.399 3.984 -2.451 0.308
H 0.047 5.260 -1.334 0.386
H -1.388 3.505 1.399 0.387
H -0.745 5.062 0.899 0.400
C 2.222 0.876 2.085 0.818
O 1.531 0.844 1.067 -0.743
N 3.266 0.042 2.247 -0.794
N 1.932 1.709 3.126 -0.828
H 3.830 0.059 3.077 0.413
H 3.462 -0.605 1.502 0.428
H 2.589 1.792 3.882 0.413
H 1.376 2.498 2.832 0.430
C 1.504 0.915 -2.658 0.711
O 0.848 0.361 -1.742 -0.753
N 0.926 1.232 -3.832 -0.896
N 2.764 1.336 -2.450 -0.821
H -0.037 0.932 -3.921 0.343
H 1.267 1.964 -4.441 0.385
H 3.245 1.368 -1.565 0.411
H 3.272 1.759 -3.213 0.407
C -0.496 -1.555 2.964 0.818
O -0.374 -1.114 1.815 -0.748
N -0.074 -0.856 4.050 -0.818
N -1.164 -2.702 3.205 -0.810
H -0.099 -1.236 4.978 0.414
H 0.463 -0.034 3.828 0.416
H -1.347 -3.031 4.136 0.414
H -1.512 -3.238 2.431 0.416
C 1.794 -2.762 -0.469 0.821
O 1.521 -1.592 -0.132 -0.756
N 2.558 -3.003 -1.554 -0.796
N 1.262 -3.826 0.182 -0.816
H 3.050 -2.220 -1.957 0.421
H 3.014 -3.884 -1.734 0.411
H 1.664 -4.730 -0.005 0.409
H 0.736 -3.672 1.023 0.417
C -1.352 -2.203 -1.880 0.816
O -1.066 -1.558 -0.865 -0.737
N -1.448 -3.556 -1.873 -0.811
N -1.576 -1.627 -3.084 -0.825
H -1.996 -4.046 -2.558 0.414
H -1.228 -4.060 -1.033 0.407
H -1.699 -0.627 -3.122 0.375
H -1.614 -2.163 -3.933 0.415
C -3.163 1.012 0.385 0.821
O -2.078 0.426 0.427 -0.729
N -3.733 1.608 1.463 -0.825
N -3.798 1.229 -0.797 -0.821
H -4.498 2.253 1.365 0.408
H -3.320 1.559 2.375 0.409
H -3.404 0.867 -1.648 0.394
H -4.702 1.659 -0.886 0.406
```

The HOMO energy (spin up / spin down) comes out at -0.2568 / -0.5086 Ha. The charge is +2. The multiplicity is 9. For the gap between HOMO and LUMO (spin up / spin down), the calculation gives 2.465 / 6.021 eV. For the total energy, the calculation gives -77280.91319 eV.

***

Molecular formula: C7H28N10O8Y
Method: DFT, wB97M-V/def2-TZVPD

Structure (XYZ):
```
54
Properties=species:S:1:pos:R:3:nbo_charge:R:1
Y 12.785 -15.673 -15.128 2.168
O 16.454 -15.714 -15.110 -1.026
H 16.928 -16.549 -15.289 0.432
O 11.547 -19.055 -15.460 -1.015
H 11.236 -19.583 -14.699 0.430
C 16.530 -17.432 -19.969 -0.635
C 15.579 -16.284 -20.194 -0.065
O 14.497 -16.573 -19.438 -0.721
H 16.036 -18.392 -20.119 0.199
H 16.774 -17.538 -18.912 0.216
H 17.353 -17.464 -20.683 0.212
H 15.327 -16.190 -21.251 0.155
H 16.051 -15.348 -19.895 0.171
H 13.980 -17.107 -20.046 0.470
C 13.453 -18.851 -10.198 0.757
O 13.498 -18.023 -11.072 -0.690
N 12.488 -19.711 -10.054 -0.816
N 14.299 -19.016 -9.213 -0.827
H 11.718 -19.771 -10.705 0.408
H 12.643 -20.418 -9.349 0.380
H 14.251 -19.750 -8.521 0.386
H 15.135 -18.453 -9.145 0.405
C 9.030 -14.533 -10.653 0.775
O 9.553 -14.786 -11.720 -0.694
N 8.622 -15.439 -9.745 -0.843
N 8.864 -13.285 -10.205 -0.836
H 8.822 -16.395 -10.004 0.406
H 8.211 -15.266 -8.839 0.399
H 8.297 -13.241 -9.370 0.381
H 9.527 -12.572 -10.473 0.414
C 15.100 -12.042 -10.941 0.751
O 14.194 -12.524 -11.662 -0.744
N 14.853 -11.404 -9.814 -0.829
N 16.313 -12.315 -11.167 -0.792
H 13.872 -11.404 -9.575 0.410
H 15.528 -11.087 -9.133 0.396
H 16.522 -12.927 -11.943 0.422
H 17.022 -11.971 -10.536 0.387
C 7.991 -14.968 -18.615 0.737
O 8.863 -14.984 -17.759 -0.742
N 7.960 -15.838 -19.535 -0.805
N 7.085 -14.088 -18.604 -0.789
H 8.647 -16.578 -19.548 0.412
H 7.609 -15.567 -20.443 0.385
H 6.329 -14.235 -19.258 0.384
H 6.989 -13.394 -17.877 0.419
C 14.990 -10.745 -17.113 0.744
O 14.137 -11.672 -17.062 -0.754
N 14.785 -9.604 -17.589 -0.785
N 16.249 -10.942 -16.940 -0.804
H 15.517 -8.914 -17.679 0.386
H 13.839 -9.299 -17.767 0.410
H 16.854 -10.136 -17.012 0.384
H 16.536 -11.883 -16.713 0.420
```

The HOMO energy comes out at -0.4065 Ha. The charge is +1. For the gap between HOMO and LUMO, the calculation gives 4.932 eV. For the total energy, the calculation gives -40023.38133 eV.

***

Molecular formula: C7H28N12O7
Method: DFT, wB97M-V/def2-TZVPD

Structure (XYZ):
```
54
Properties=species:S:1:pos:R:3:nbo_charge:R:1
N 2.393 -1.121 2.717 -0.809
C 2.531 -0.791 3.899 0.730
N 1.793 -1.517 4.646 -0.815
O 3.247 0.057 4.258 -0.690
H 1.647 -1.736 2.425 0.377
H 2.834 -0.532 2.026 0.409
H 1.087 -2.097 4.216 0.376
H 1.827 -1.373 5.645 0.402
N 0.631 0.332 -3.938 -0.827
C 0.279 1.374 -3.265 0.743
N -0.706 1.209 -2.418 -0.832
O 0.992 2.384 -3.250 -0.695
H 1.555 0.320 -4.345 0.413
H -0.082 -0.354 -4.141 0.379
H -0.887 1.981 -1.793 0.426
H -1.267 0.371 -2.458 0.381
N -3.878 3.243 -0.249 -0.873
C -2.736 3.864 -0.504 0.744
N -1.731 3.184 -0.166 -0.839
O -2.637 4.945 -1.014 -0.678
H -3.747 2.273 0.001 0.419
H -4.728 3.775 -0.364 0.402
H -0.880 3.726 -0.209 0.427
H -1.895 2.339 0.362 0.390
N -6.302 0.878 -1.081 -0.811
C -5.543 0.156 -0.357 0.757
N -6.055 -1.014 -0.122 -0.809
O -4.464 0.526 0.045 -0.716
H -5.982 1.824 -1.232 0.413
H -7.146 0.553 -1.531 0.389
H -6.932 -1.117 -0.614 0.379
H -5.481 -1.751 0.262 0.417
N 5.018 0.563 1.333 -0.828
C 4.183 0.425 0.339 0.765
N 4.813 0.266 -0.772 -0.798
O 2.937 0.490 0.344 -0.736
H 5.892 1.052 1.200 0.398
H 4.588 0.785 2.220 0.425
H 4.394 0.230 -1.690 0.414
H 5.780 -0.013 -0.686 0.385
N 1.420 -3.483 0.458 -0.837
C 2.268 -4.035 -0.296 0.742
N 2.847 -3.160 -1.087 -0.842
O 2.500 -5.212 -0.221 -0.682
H 1.088 -2.587 0.131 0.403
H 0.850 -4.019 1.097 0.396
H 2.500 -2.212 -1.069 0.393
H 3.675 -3.443 -1.592 0.405
C -0.737 -0.229 0.409 -0.231
O 0.396 -0.856 0.141 -0.749
H -1.666 -0.470 -0.107 0.186
H -0.980 -0.499 1.437 0.145
H -0.576 0.848 0.366 0.154
H 1.076 -0.354 0.596 0.513
```

For the relative energy (zero: lowest compared OMol25 entry of this formula, charge and spin), the calculation gives 4.483 eV. The HOMO energy comes out at -0.3442 Ha. For the gap between HOMO and LUMO, the calculation gives 9.451 eV. As for the structure (SMILES): NC(N)=O.NC(N)=O.NC(N)=O.NC(N)=O.NC(N)=O.NC(N)=O.CO. For the total energy, the calculation gives -39928.65619 eV.

***

Molecular formula: C7H28N14O7
Method: DFT, wB97M-V/def2-TZVPD

Structure (XYZ):
```
56
Properties=species:S:1:pos:R:3:nbo_charge:R:1
C 3.205 -2.065 1.763 0.726
O 3.722 -0.983 1.473 -0.690
N 3.871 -3.026 2.296 -0.817
N 2.027 -2.438 1.413 -0.805
H 3.795 -3.998 2.030 0.380
H 4.804 -2.838 2.632 0.395
H 1.531 -1.900 0.716 0.426
H 2.000 -3.423 1.634 0.344
C 2.850 1.350 1.237 0.744
O 2.755 2.576 1.285 -0.715
N 3.516 0.679 0.357 -0.847
N 2.360 0.523 2.167 -0.834
H 4.005 1.084 -0.429 0.372
H 3.561 -0.330 0.390 0.415
H 2.445 -0.482 2.202 0.402
H 1.859 0.924 2.948 0.366
C 0.155 -0.575 0.217 0.793
O 1.156 -0.794 0.813 -0.660
N -0.822 -0.045 0.861 -0.769
N -0.008 -0.710 -1.128 -0.876
H -1.728 0.079 0.432 0.397
H -0.709 0.066 1.859 0.442
H -0.763 -0.204 -1.569 0.409
H 0.790 -0.881 -1.723 0.391
C 0.752 1.625 -3.798 0.751
O 1.688 2.340 -3.717 -0.681
N 0.706 0.502 -3.151 -0.879
N -0.244 2.011 -4.608 -0.869
H 1.514 0.210 -2.620 0.369
H -0.093 -0.116 -3.134 0.366
H -1.062 1.458 -4.819 0.384
H 0.008 2.861 -5.091 0.410
C -2.729 -0.383 3.063 0.783
O -2.113 -0.757 2.084 -0.723
N -3.399 -1.213 3.826 -0.814
N -2.893 0.960 3.386 -0.870
H -3.653 -0.889 4.748 0.390
H -3.404 -2.192 3.575 0.409
H -3.079 1.301 4.318 0.398
H -2.367 1.494 2.708 0.414
C -0.944 -1.489 -3.347 0.783
O -1.214 -0.301 -3.135 -0.660
N 0.056 -1.892 -4.114 -0.819
N -1.612 -2.511 -2.930 -0.784
H 0.553 -1.226 -4.688 0.434
H 0.363 -2.854 -4.105 0.400
H -2.274 -2.207 -2.231 0.410
H -1.512 -3.478 -3.203 0.414
C -2.078 3.248 1.196 0.752
O -1.232 3.803 1.899 -0.656
N -2.100 1.970 1.026 -0.869
N -3.117 3.870 0.632 -0.837
H -2.885 1.688 0.457 0.371
H -1.265 1.447 1.251 0.444
H -3.050 4.876 0.561 0.422
H -3.698 3.251 0.085 0.370
```

For the relative energy (zero: lowest compared OMol25 entry of this formula, charge and spin), the calculation gives 17.002 eV. The HOMO energy comes out at -0.2600 Ha. For the gap between HOMO and LUMO, the calculation gives 6.831 eV. For the total energy, the calculation gives -42898.20316 eV.

***

Molecular formula: C7H28O7
Method: DFT, wB97M-V/def2-TZVPD

Structure (XYZ):
```
42
Properties=species:S:1:pos:R:3:nbo_charge:R:1
C -0.731 -1.163 0.311 -0.244
O -0.441 0.036 -0.378 -0.783
H 0.099 -1.854 0.159 0.178
H -0.927 -0.930 1.358 0.182
H -1.652 -1.540 -0.133 0.165
H -0.430 -0.036 -1.335 0.505
C -0.506 1.370 -3.562 -0.260
O -0.555 0.149 -2.930 -0.733
H 0.188 1.937 -2.942 0.183
H -0.210 1.235 -4.602 0.181
H -1.363 2.021 -3.387 0.183
H -0.454 -0.490 -3.640 0.486
C -0.559 3.394 0.013 -0.230
O -0.008 2.336 0.663 -0.769
H -0.100 3.501 -0.970 0.137
H -1.605 3.117 -0.122 0.149
H -0.435 4.247 0.680 0.179
H -0.223 1.488 0.267 0.492
C -3.991 -0.139 -1.259 -0.250
O -5.118 0.640 -0.943 -0.727
H -4.215 -1.171 -1.532 0.162
H -3.387 0.419 -1.974 0.184
H -3.321 -0.136 -0.400 0.162
H -5.500 0.414 -0.092 0.468
C 0.026 -1.270 4.346 -0.248
O 0.908 -0.186 4.140 -0.740
H -0.120 -1.436 5.413 0.176
H -0.875 -1.131 3.749 0.167
H 0.530 -2.159 3.967 0.176
H 0.352 0.542 3.851 0.482
C 2.600 -1.643 -1.537 -0.261
O 2.218 -2.982 -1.924 -0.724
H 1.595 -1.224 -1.591 0.165
H 2.940 -1.503 -0.511 0.191
H 3.315 -1.085 -2.140 0.169
H 1.637 -2.890 -2.682 0.457
C 3.505 -0.377 1.614 -0.262
O 3.460 0.272 2.904 -0.738
H 2.533 -0.573 1.163 0.164
H 4.172 0.153 0.934 0.177
H 4.004 -1.338 1.739 0.157
H 2.642 -0.015 3.315 0.490
```

For the relative energy (zero: lowest compared OMol25 entry of this formula, charge and spin), the calculation gives 4.711 eV. The HOMO energy comes out at -0.3421 Ha. For the gap between HOMO and LUMO, the calculation gives 9.233 eV. As for the structure (SMILES): CO.CO.CO.CO.CO.CO.CO. For the total energy, the calculation gives -22041.16693 eV.

***

Molecular formula: C7H28O7
Method: DFT, wB97M-V/def2-TZVPD

Structure (XYZ):
```
42
Properties=species:S:1:pos:R:3:nbo_charge:R:1
C 1.274 2.138 3.290 -0.242
O 0.583 2.739 2.225 -0.750
H 2.239 2.614 3.489 0.164
H 0.705 2.095 4.222 0.169
H 1.515 1.095 3.039 0.150
H -0.289 3.011 2.527 0.499
C 1.999 3.388 -1.795 -0.248
O 0.851 2.632 -2.145 -0.752
H 2.434 3.071 -0.843 0.166
H 2.779 3.342 -2.567 0.162
H 1.702 4.433 -1.717 0.181
H 1.142 1.764 -2.452 0.488
C 0.829 -0.398 0.347 -0.247
O -0.128 0.252 -0.453 -0.744
H 0.975 0.062 1.328 0.170
H 0.522 -1.432 0.512 0.170
H 1.827 -0.454 -0.111 0.154
H 0.254 1.075 -0.782 0.489
C -2.111 -2.101 -1.613 -0.250
O -3.034 -2.548 -2.601 -0.731
H -2.566 -1.440 -0.874 0.172
H -1.678 -2.960 -1.102 0.170
H -1.305 -1.522 -2.072 0.171
H -3.820 -2.001 -2.548 0.466
C 1.418 -0.738 -3.632 -0.254
O 1.947 0.576 -3.796 -0.741
H 1.975 -1.474 -4.227 0.167
H 1.598 -1.012 -2.596 0.188
H 0.363 -0.783 -3.893 0.178
H 1.768 0.856 -4.698 0.475
C -2.590 2.021 1.827 -0.263
O -2.115 2.831 2.924 -0.756
H -1.756 1.888 1.140 0.212
H -2.886 1.031 2.173 0.170
H -3.392 2.524 1.288 0.169
H -2.854 3.021 3.506 0.478
C 0.229 -4.789 1.897 -0.244
O -1.085 -4.931 2.406 -0.717
H 0.221 -3.982 1.175 0.181
H 0.922 -4.556 2.715 0.158
H 0.611 -5.703 1.430 0.160
H -1.073 -5.637 3.057 0.463
```

For the relative energy (zero: lowest compared OMol25 entry of this formula, charge and spin), the calculation gives 3.425 eV. The HOMO energy comes out at -0.3595 Ha. For the gap between HOMO and LUMO, the calculation gives 10.475 eV. As for the structure (SMILES): CO.CO.CO.CO.CO.CO.CO. For the total energy, the calculation gives -22042.45317 eV.

***

Molecular formula: C7H28O7
Method: DFT, wB97M-V/def2-TZVPD

Structure (XYZ):
```
42
Properties=species:S:1:pos:R:3:nbo_charge:R:1
C 2.609 10.066 17.447 -0.255
O 2.456 9.468 16.141 -0.731
H 1.882 10.870 17.562 0.150
H 2.214 9.425 18.235 0.182
H 3.609 10.492 17.522 0.186
H 2.557 10.124 15.447 0.469
C 0.298 15.196 23.094 -0.249
O -0.225 14.003 22.608 -0.755
H -0.100 16.045 22.537 0.192
H 0.035 15.313 24.146 0.169
H 1.387 15.170 23.082 0.178
H -1.068 13.925 23.060 0.482
C 0.423 8.258 22.946 -0.315
O 0.552 9.537 23.480 -0.243
H 0.581 7.502 23.715 0.240
H -0.578 8.125 22.534 0.286
H 1.201 8.082 22.203 0.267
H 0.538 10.172 22.760 0.524
C -0.564 11.486 20.299 -0.258
O 0.451 11.491 21.265 -0.761
H -0.659 12.498 19.906 0.200
H -0.196 10.931 19.437 0.193
H -1.491 11.071 20.696 0.176
H 0.434 12.303 21.777 0.515
C -0.311 14.792 17.854 -0.250
O -0.465 16.148 18.234 -0.713
H -0.001 14.152 18.680 0.162
H -1.284 14.463 17.489 0.169
H 0.318 14.701 16.968 0.166
H -0.511 16.572 17.374 0.466
C -0.987 9.738 16.069 -0.250
O -0.918 11.152 15.993 -0.715
H -2.016 9.379 16.081 0.182
H -0.536 9.255 15.203 0.179
H -0.544 9.364 16.992 0.146
H 0.005 11.310 15.782 0.459
C 2.439 12.535 24.679 -0.248
O 3.674 12.258 25.302 -0.626
H 2.215 11.786 23.919 0.170
H 1.678 12.617 25.456 0.185
H 2.362 13.481 24.143 0.194
H 3.741 12.820 26.078 0.482
```

For the relative energy (zero: lowest compared OMol25 entry of this formula, charge and spin), the calculation gives 2.710 eV. The HOMO energy (spin up / spin down) comes out at -0.4492 / -0.4492 Ha. The charge is +1. The multiplicity is 2. For the gap between HOMO and LUMO (spin up / spin down), the calculation gives 9.431 / 2.232 eV. For the total energy, the calculation gives -22031.83809 eV.

***

- Look up the total energy of the third one.
  -40023.38133 eV

***

- total energy of number 5 (C7H28N14O7)?
  -42898.20316 eV

***

- Which formula does entry 2 have?
  C7H28FeN14O7